Formula: C18H20ClN3O6S
Source: OMol25
Level of theory: wB97M-V/def2-TZVPD

As for the total charge: 0. The calculated total energy is -59100.491 eV. The value obtained for the energy above the lowest of the compared OMol25 structures with the same formula, charge and spin is 32.1 kJ/mol. Its HOMO energy is -9.24 eV.

Last column: Mulliken charge in e.
Positions of all 49 atoms, in Å:
C: 3.3050 -0.5227 -4.8163  -1.1072
C: 2.7865 0.5655 -3.8809  -0.6892
N: 1.4433 0.3230 -3.3882  0.1358
C: 0.3795 0.2844 -4.3756  -0.6420
C: -0.9375 0.7556 -3.7727  -1.1965
S: 1.3210 -0.8507 -2.1960  1.3841
O: 0.5115 -1.9522 -2.6399  -0.7217
O: 2.6269 -1.1233 -1.6852  -0.7261
C: 0.3767 0.0350 -0.9442  0.0295
C: 0.7655 1.3008 -0.5517  -0.3734
C: -0.0023 1.9913 0.3710  -1.2681
C: -1.1353 1.3939 0.9024  1.2417
Cl: -2.0908 2.2437 2.0699  -0.1762
C: -1.5205 0.1040 0.5241  -0.7813
N: -2.6854 -0.4672 1.0608  -0.1112
C: -2.8414 -1.6707 1.6700  0.4457
O: -3.9307 -2.0858 1.9899  -0.6600
C: -1.5529 -2.4351 1.9913  -0.7573
O: -0.4802 -1.5919 2.3441  -0.4627
C: -0.6065 -0.7643 3.3969  1.3657
C: -1.6517 -0.8122 4.3221  -0.7193
C: -1.7141 0.0878 5.3679  -0.7210
C: -0.7493 1.0735 5.5211  -0.6656
C: 0.2805 1.1516 4.6096  -0.5003
C: 0.3622 0.2462 3.5558  -0.1860
N: 1.4321 0.4078 2.6142  1.2255
O: 1.7234 -0.5147 1.8874  -0.6065
O: 1.9795 1.4957 2.5913  -0.6493
C: -0.7503 -0.5631 -0.4231  -0.3889
H: 3.2775 -1.4790 -4.2999  0.3308
H: 2.6978 -0.5889 -5.7162  0.2966
H: 4.3309 -0.3060 -5.1025  0.4037
H: 2.7878 1.5403 -4.3790  0.4990
H: 3.4256 0.6159 -2.9991  0.3842
H: 0.6666 0.9458 -5.1963  0.5664
H: 0.2541 -0.7328 -4.7641  0.3087
H: -1.3011 0.0289 -3.0529  0.2744
H: -0.8046 1.7116 -3.2719  0.2916
H: -1.6792 0.8681 -4.5598  0.4500
H: 1.6605 1.7354 -0.9634  0.4800
H: 0.2850 2.9778 0.6989  0.4490
H: -3.5145 0.1167 1.0560  0.2751
H: -1.2067 -2.9812 1.1102  0.4805
H: -1.7789 -3.1624 2.7807  0.3866
H: -2.4268 -1.5548 4.2254  0.4019
H: -2.5319 0.0201 6.0688  0.4310
H: -0.8074 1.7733 6.3389  0.4017
H: 1.0437 1.9112 4.6838  0.4867
H: -1.0232 -1.5455 -0.7735  0.6840

Cartesian forces (eV/Å) of the 6 atoms listed first:
C -0.110 0.216 0.142
C 0.628 -0.158 -0.045
N 0.022 -0.706 0.800
C -0.663 -0.049 -0.134
C 0.094 -0.032 -0.283
S -0.393 0.546 0.119

***

Formula: C4H14NO2S
Source: OMol25
Level of theory: wB97M-V/def2-TZVPD

As for the total charge: -1. The calculated total energy is -20789.517 eV. The value obtained for the energy above the lowest of the compared OMol25 structures with the same formula, charge and spin is 715.8 kJ/mol. Its HOMO energy is -3.91 eV.

Last column: Mulliken charge in e.
Positions of all 22 atoms, in Å:
C: 1.2652 0.4253 1.1428  -0.2863
N: -0.4864 -0.9238 -0.0420  -0.3427
C: -1.4127 -0.1092 -0.7693  -0.5894
C: -0.8241 0.6444 -1.9492  -0.4446
S: -2.0856 1.6827 -2.8006  -0.6257
C: 2.2386 -0.5865 1.6545  -1.1186
H: 0.4932 0.7656 1.8600  0.3210
H: 1.7382 1.2143 0.6024  0.3667
H: 0.5587 -0.1904 0.3323  0.1004
H: -2.2411 -0.8784 -0.9602  0.2686
H: -1.8302 0.7093 -0.1844  0.3952
H: -0.1472 1.3756 -1.4717  0.1310
H: -0.0970 0.0287 -2.4699  0.3253
H: 2.9390 -0.8149 0.8497  0.3680
H: 1.7796 -1.4871 2.0423  0.3641
H: 2.9319 -0.1383 2.3722  0.3619
H: -0.0670 -1.6951 -0.5729  0.3210
H: 3.9614 -3.2912 1.2688  0.1595
O: 3.9561 -2.4374 1.7155  -0.9423
H: -3.5703 1.7325 -1.3433  0.2221
H: -4.9586 2.2052 -0.7626  0.2675
O: -4.1414 1.7687 -0.5145  -0.6227

Cartesian forces (eV/Å) of the 6 atoms listed first:
C 0.847 -0.158 2.409
N 0.103 0.144 1.765
C 0.177 -0.105 -0.257
C -0.079 1.011 0.121
S 0.694 -0.717 -0.408
C -0.772 1.166 -1.102

***

Formula: C2H7N3O2
Source: OMol25
Level of theory: wB97M-V/def2-TZVPD

As for the total charge: 0. The calculated total energy is -10751.426 eV. The value obtained for the energy above the lowest of the compared OMol25 structures with the same formula, charge and spin is 255.7 kJ/mol. Its HOMO energy is -9.36 eV.

Last column: Mulliken charge in e.
Positions of all 14 atoms, in Å:
H: -0.5053 2.0967 0.2317  0.2804
N: 0.3121 1.9857 -0.3551  -0.6708
C: 0.6637 0.7708 -0.5105  0.3228
N: 1.7761 0.5001 -1.3030  -0.4898
N: 0.4163 -0.2894 0.5018  -0.3614
C: -0.9612 -0.5888 0.3937  0.2005
O: -1.6630 0.1592 1.3040  -0.4766
O: -1.3211 -1.9093 0.4097  -0.4872
H: 2.4282 1.2708 -1.3297  0.2740
H: 2.2680 -0.3670 -1.1505  0.2180
H: 0.9926 -1.1116 0.3776  0.2401
H: -1.0982 -0.0741 -0.7487  0.3147
H: -2.6068 -0.0298 1.2245  0.3398
H: -0.7016 -2.4132 0.9544  0.2955

Cartesian forces (eV/Å) of the 6 atoms listed first:
H 0.177 -0.129 0.504
N -0.985 -0.818 -1.398
C 3.452 0.587 3.231
N 0.075 -0.238 -0.186
N 0.517 0.818 -0.988
C -1.106 1.943 -4.041

***

Formula: C5H4F6N3O
Source: OMol25
Level of theory: wB97M-V/def2-TZVPD

As for the total charge: +1. The calculated total energy is -28062.722 eV. The value obtained for the energy above the lowest of the compared OMol25 structures with the same formula, charge and spin is 355.1 kJ/mol. Its HOMO energy (spin up / spin down) is -12.34 / -14.17 eV.

Last column: Mulliken charge in e.
Positions of all 19 atoms, in Å:
C: 1.5371 -0.2830 0.7329  0.0495
C: 1.3954 -0.2320 -1.6676  0.2423
C: -0.2170 0.8858 -0.2647  -0.0037
C: -1.4717 -1.9992 1.2293  0.4587
C: -1.3347 1.9312 -0.0822  0.7629
N: 2.1273 -0.4774 -0.4221  -0.0316
N: 0.2733 0.5665 -1.4770  -0.0967
N: 0.4880 0.4791 0.8684  -0.0420
O: 1.7758 -0.6855 -2.6788  -0.4212
F: -2.4626 -2.7677 0.9203  -0.1590
F: -0.8467 -1.6228 0.1079  -0.1680
F: -0.6426 -2.5952 2.0814  -0.1614
F: -1.8187 1.9230 1.2302  -0.3073
F: -0.9385 3.1434 -0.2860  -0.2100
F: -2.3801 1.6705 -0.8485  -0.2196
H: 1.9862 -0.5541 1.6877  0.4661
H: 2.9592 -0.8856 -0.5502  0.1279
H: -0.2585 0.9673 -2.3462  0.3295
H: -0.1713 0.5357 1.7651  0.3835

Cartesian forces (eV/Å) of the 6 atoms listed first:
C 0.922 0.489 2.849
C 0.001 0.305 1.118
C -0.677 1.277 2.146
C 0.156 -0.636 0.063
C -0.740 -1.322 1.825
N -4.668 2.092 -1.284

***

Formula: C4H8O
Source: OMol25
Level of theory: wB97M-V/def2-TZVPD

As for the total charge: 0. The calculated total energy is -6324.854 eV. The value obtained for the energy above the lowest of the compared OMol25 structures with the same formula, charge and spin is 30.3 kJ/mol. Its HOMO energy is -9.70 eV.

Last column: Mulliken charge in e.
Positions of all 13 atoms, in Å:
C: 1.1468 1.1531 -0.0934  -1.3024
C: -0.0329 0.2184 -0.4104  0.7230
C: -1.3749 0.9461 -0.3774  -1.4530
C: -0.0154 -0.9152 0.5889  -0.1668
O: 0.3494 -2.0336 0.3440  -0.4620
H: 1.4845 1.6607 -0.9949  0.3173
H: 2.0036 0.6023 0.2879  0.3895
H: 0.8315 1.9227 0.6042  0.3205
H: 0.1106 -0.2674 -1.3723  0.2258
H: -1.3627 1.7857 -1.0696  0.3486
H: -1.5891 1.3270 0.6222  0.3616
H: -2.1879 0.2797 -0.6523  0.3838
H: -0.3322 -0.6484 1.6242  0.3141

Cartesian forces (eV/Å) of the 6 atoms listed first:
C -0.173 -0.048 -0.363
C -0.012 -0.261 0.172
C 0.165 -0.085 0.022
C 0.003 0.151 0.187
O -0.045 -0.045 -0.026
H -0.081 0.057 -0.099

***

Formula: C20H52N3O15S5Si
Source: OMol25
Level of theory: wB97M-V/def2-TZVPD

As for the total charge: +1. The calculated total energy is -118813.349 eV. Its HOMO energy is -11.83 eV.

Last column: Mulliken charge in e.
Positions of all 96 atoms, in Å:
C: -5.6758 1.9928 -2.7086  -1.2134
Si: -4.3282 0.6954 -2.6979  0.4283
C: -4.8493 -0.8853 -3.5045  -1.0801
C: -2.7547 1.3737 -3.4495  -0.9660
C: -3.9452 0.4161 -0.8289  0.1269
N: -2.9376 -0.2293 -0.2970  -0.7297
N: -3.0792 -0.1096 1.0410  0.6554
C: -4.1454 0.5810 1.3603  -0.1777
N: -4.7150 0.9209 0.2058  0.0822
H: -6.6816 1.5686 -2.6823  0.3200
H: -5.5735 2.7025 -1.8807  0.3757
H: -5.5637 2.5779 -3.6247  0.3567
H: -5.5088 -1.5215 -2.9129  0.3024
H: -3.9814 -1.4689 -3.8181  0.3563
H: -5.3934 -0.6096 -4.4148  0.3945
H: -2.3487 0.6595 -4.1675  0.3219
H: -1.9974 1.5227 -2.6761  0.1348
H: -2.9646 2.3296 -3.9312  0.3876
H: -2.4068 -0.5332 1.6916  0.3055
H: -4.4785 0.8224 2.3571  0.4870
H: -5.5662 1.4533 0.0948  0.2376
O: -3.6593 -1.1400 4.9086  -0.7067
S: -2.3429 -0.6113 4.7080  1.2228
O: -1.6358 -1.0027 3.5072  -0.8255
O: -1.4646 -0.7997 5.9775  -0.1294
C: -1.3336 -2.1307 6.5744  -0.4209
C: -0.3677 -3.0042 5.8114  -0.9327
C: -2.3696 1.1496 4.7778  -0.6803
H: -2.3265 -2.5726 6.6548  0.3985
H: -0.9697 -1.9209 7.5762  0.2765
H: -0.7520 -3.2693 4.8271  0.3040
H: -0.2002 -3.9220 6.3743  0.4021
H: 0.5858 -2.4921 5.6842  0.1884
H: -2.8953 1.4504 5.6797  0.3355
H: -2.8910 1.5141 3.8952  0.2474
H: -1.3425 1.5109 4.7891  0.1903
O: 2.8137 -0.3739 -3.9888  -0.6581
S: 3.0222 0.8790 -3.3318  1.1755
O: 4.1029 1.0089 -2.4011  -0.5442
O: 1.6669 1.3038 -2.6091  -0.2996
C: 1.0623 0.3129 -1.7463  -0.0123
C: 1.7642 0.2021 -0.4080  -1.0478
C: 3.0931 2.1869 -4.4994  -0.9834
H: 1.0267 -0.6465 -2.2633  0.4083
H: 0.0369 0.6525 -1.6076  -0.1514
H: 2.7641 -0.2140 -0.5158  0.3464
H: 1.1885 -0.4508 0.2502  0.4195
H: 1.8572 1.1845 0.0564  0.2897
H: 2.2498 2.0969 -5.1780  0.3427
H: 4.0327 2.0687 -5.0353  0.3873
H: 3.0762 3.1331 -3.9654  0.3278
O: 8.3222 3.5784 0.4591  -0.6593
S: 8.0463 2.9535 -0.8011  1.2009
O: 8.9917 2.0260 -1.3406  -0.6059
O: 7.7400 4.0884 -1.8715  -0.2398
C: 8.7078 5.1650 -1.9854  -0.3825
C: 9.9438 4.7603 -2.7572  -0.9735
C: 6.4519 2.2212 -0.7828  -0.9359
H: 8.9514 5.5218 -0.9844  0.3507
H: 8.1625 5.9533 -2.5000  0.2565
H: 10.5296 4.0213 -2.2139  0.3037
H: 10.5650 5.6405 -2.9258  0.3823
H: 9.6706 4.3322 -3.7214  0.2650
H: 5.7405 2.9459 -0.3971  0.3324
H: 6.5160 1.3560 -0.1265  0.4199
H: 6.1882 1.9086 -1.7878  0.3090
O: 2.1303 0.0738 7.3502  -0.6671
S: 2.0382 1.4194 6.8678  1.2844
O: 0.7964 1.8654 6.3024  -0.5495
O: 3.2063 1.6793 5.8327  -0.2847
C: 3.3896 0.7134 4.7644  -0.5952
C: 2.3640 0.8552 3.6609  -0.4462
C: 2.5575 2.5570 8.0988  -1.0751
H: 3.3867 -0.2880 5.1955  0.3463
H: 4.3928 0.9187 4.3990  0.3222
H: 1.3677 0.5772 4.0044  -0.0322
H: 2.6396 0.2008 2.8329  0.3232
H: 2.3291 1.8839 3.3018  0.3006
H: 3.5132 2.2272 8.4960  0.3521
H: 1.7939 2.5478 8.8734  0.3850
H: 2.6346 3.5433 7.6496  0.3353
O: -7.6326 -5.6594 -4.5719  -0.6497
S: -6.3422 -5.2574 -4.1043  1.2151
O: -5.8366 -3.9728 -4.4940  -0.5524
O: -5.2847 -6.3770 -4.4564  -0.2836
C: -5.2460 -6.8589 -5.8306  -0.3779
C: -4.5443 -5.8996 -6.7639  -0.9513
C: -6.2576 -5.4126 -2.3545  -0.9743
H: -6.2656 -7.0715 -6.1515  0.3487
H: -4.7120 -7.8031 -5.7574  0.2720
H: -5.1115 -4.9794 -6.8929  0.2834
H: -4.4267 -6.3732 -7.7387  0.3843
H: -3.5583 -5.6411 -6.3780  0.2632
H: -6.6189 -6.3979 -2.0744  0.3447
H: -6.9009 -4.6383 -1.9422  0.3645
H: -5.2275 -5.2669 -2.0407  0.3145

Cartesian forces (eV/Å) of the 6 atoms listed first:
C 0.067 -0.027 0.265
Si 0.157 0.087 -0.378
C -0.022 0.010 -0.030
C -0.086 -0.172 0.387
C -0.137 -0.110 0.215
N 0.132 0.046 -0.242